Here is C18H27ClNO2PtS5Si2 as an isolated structure from the OMol25 dataset. Energies are from wB97M-V/def2-TZVPD.

Computed properties:
**Frontier orbital gap**: 7.41 eV
**Spin multiplicity**: 1
**Energy relative to the best compared isomer or geometry (same formula, charge and spin)**: 0.0 kJ/mol
**HOMO energy**: -5.02 eV
**Net charge**: -1

Each line ends with the natural charge from an NBO analysis.
CARTESIAN COORDINATES (ANGSTROEM)
Pt (-1.251791, 0.466271, 0.206491)  0.684
C (1.246210, -1.643968, 2.331606)  -1.134
Si (1.572355, 0.132425, 1.866483)  1.737
C (0.775012, 1.257302, 3.143797)  -1.137
C (3.438344, 0.424504, 1.973316)  -1.130
C (0.901505, 0.579385, 0.175800)  -1.296
C (0.783810, 2.065523, 0.137775)  0.369
C (1.711752, 3.102494, 0.078234)  -0.314
C (1.247681, 4.404928, 0.168832)  -0.157
C (-0.112105, 4.659917, 0.319855)  -0.288
C (-0.987967, 3.590029, 0.363972)  0.073
N (-0.522276, 2.352123, 0.261590)  -0.483
Si (1.624789, -0.142988, -1.379250)  1.740
C (3.274003, 0.679216, -1.822132)  -1.130
C (0.504908, 0.154703, -2.854064)  -1.137
C (1.985715, -1.963798, -1.149251)  -1.135
H (1.574095, -1.823562, 3.359253)  0.230
H (1.759858, -2.354979, 1.682815)  0.237
H (0.177298, -1.848123, 2.278691)  0.251
H (1.061649, 0.947099, 4.152734)  0.228
H (-0.314779, 1.225491, 3.070797)  0.265
H (1.093189, 2.295724, 3.013778)  0.224
H (3.794392, 0.189584, 2.980559)  0.229
H (3.708528, 1.461502, 1.760215)  0.221
H (3.982252, -0.215833, 1.274178)  0.226
H (2.764649, 2.879987, -0.019631)  0.228
H (1.948554, 5.230115, 0.134383)  0.210
H (-0.487457, 5.669277, 0.410769)  0.217
H (-2.056237, 3.695750, 0.493610)  0.228
H (3.149576, 1.747249, -2.016657)  0.222
H (3.683848, 0.230418, -2.731699)  0.229
H (4.016688, 0.563422, -1.029370)  0.226
H (0.420820, 1.225197, -3.063902)  0.225
H (-0.494640, -0.237517, -2.663060)  0.264
H (0.904276, -0.335141, -3.747106)  0.226
H (2.862927, -2.116791, -0.515855)  0.231
H (2.182668, -2.435199, -2.116062)  0.234
H (1.139916, -2.470777, -0.686870)  0.243
Cl (-6.271628, 0.827284, 2.061142)  -0.076
C (-5.340052, 1.781720, 0.867532)  -0.456
C (-3.832656, 1.584775, 1.067170)  0.756
O (-3.293466, 2.030253, 2.069558)  -0.680
O (-3.279186, 0.998044, 0.066382)  -0.746
H (-5.595882, 2.824794, 1.035546)  0.212
H (-5.649032, 1.455405, -0.119218)  0.220
C (-2.883993, -3.039048, -3.316520)  -0.737
S (-1.099818, -2.957668, -3.027453)  0.261
C (-0.983134, -3.661403, -1.421525)  -0.448
C (-1.372012, -3.098572, -0.254735)  -0.363
S (-2.276556, -1.619834, -0.055018)  -0.221
S (-1.113969, -4.120438, 1.147346)  0.494
C (-0.342961, -5.455836, 0.377296)  -0.579
S (0.200504, -6.797620, 1.167202)  -0.138
S (-0.249861, -5.244908, -1.330755)  0.468
H (-3.040993, -2.696769, -4.338991)  0.219
H (-3.402329, -2.387029, -2.617963)  0.244
H (-3.237015, -4.064104, -3.221621)  0.213

Cartesian forces (eV/Å) of the 3 atoms listed first:
0.27 0.26 -0.33
0.01 -0.01 0.01
-0.07 0.02 -0.01